No. 1
A cluster of 4 separate species, C14H26Cl6FIN3 in total. Source: OMol25; level of theory: wB97M-V/def2-TZVPD.

Results
HOMO = -0.44409 Eh
lowest unoccupied orbital energy = -4.3910 eV
energy above the lowest of the compared OMol25 structures with the same formula, charge and spin = 250.6 kJ/mol
electronic energy = -3871.6825 Eh
HOMO-LUMO gap = 7.69 eV
spin multiplicity = 1
charge = +1
molar mass = 595.003 g/mol

Geometry as XYZ:
```
51
Properties=species:S:1:pos:R:3:nbo_charge:R:1
C -0.44323 -0.19772 1.29627 -0.34
C 0.84069 -0.77371 1.16613 -0.25
C 1.16582 -2.28414 1.57404 -0.12
N 0.11994 -3.06031 0.82145 -0.52
C -0.73833 -3.68376 1.77607 0.73
N -1.89863 -4.35562 1.58425 -0.91
N -0.09741 -3.52759 3.08325 -0.61
C 1.09227 -2.66531 3.15106 0.51
F 0.96987 -1.36357 3.72506 -0.33
C 2.51637 -3.29269 3.44508 -0.48
C 2.71473 -3.89817 4.91303 -0.32
C 4.04194 -3.22985 5.55804 -0.65
I 1.09784 -3.49959 6.30958 0.11
H -0.59684 0.91936 1.45913 0.26
H -1.39821 -0.82051 1.22732 0.18
H 1.62713 -0.08972 0.70151 0.25
H 2.12220 -2.67042 1.08318 0.24
H -0.32104 -2.57358 0.03191 0.45
H -1.85884 -5.37882 1.47293 0.45
H -2.82022 -3.92298 1.50886 0.45
H -0.85725 -3.34814 3.75718 0.45
H 2.70500 -4.14893 2.70729 0.24
H 3.35567 -2.53056 3.29213 0.26
H 2.91054 -5.02156 4.91744 0.24
H 3.82392 -2.17493 5.94696 0.23
H 4.89791 -3.18917 4.81504 0.22
H 4.30406 -3.83305 6.49552 0.24
Cl -0.76464 2.65375 -0.78046 -0.08
C -0.33224 4.24753 -0.11127 -0.39
C -0.28500 4.23659 1.40235 -0.39
Cl -1.90255 4.04312 2.12428 -0.06
H -1.05039 4.97711 -0.48649 0.24
H 0.65091 4.50245 -0.51074 0.24
H 0.11269 5.18519 1.76655 0.23
H 0.35099 3.43398 1.77835 0.21
Cl -1.56030 4.72680 -3.48089 -0.07
C -0.45711 4.44002 -4.84883 -0.39
C 0.79367 3.70028 -4.42424 -0.39
Cl 1.85168 4.70192 -3.39706 -0.07
H -0.22098 5.40388 -5.30130 0.23
H -1.00745 3.84635 -5.58103 0.24
H 1.37671 3.42424 -5.30448 0.23
H 0.55324 2.78933 -3.87500 0.23
Cl -2.26290 1.83736 -7.41530 -0.06
C -3.38586 0.75095 -6.55954 -0.39
C -3.69296 1.23665 -5.15849 -0.39
Cl -2.28090 1.10916 -4.07958 -0.07
H -2.94944 -0.24846 -6.55124 0.22
H -4.30387 0.71678 -7.14857 0.23
H -4.48282 0.62500 -4.71931 0.22
H -4.02638 2.27508 -5.15741 0.23
```

No. 2
A structure of composition C49H38ClN9NaO5S. Source: OMol25; level of theory: wB97M-V/def2-TZVPD.

Results
HOMO = -0.14454 Eh
lowest unoccupied orbital energy = 1.9285 eV
energy above the lowest of the compared OMol25 structures with the same formula, charge and spin = 451.2 kJ/mol
electronic energy = -3779.8038 Eh
HOMO-LUMO gap = 5.86 eV
spin multiplicity = 1
charge = -1
molar mass = 923.411 g/mol

Geometry as XYZ:
```
104
Properties=species:S:1:pos:R:3:mulliken_charge:R:1
Na 0.33039 -0.72020 0.07052 1.46
Cl 5.28509 4.93036 -0.56588 -0.30
C 4.35498 3.46479 -0.28424 -0.08
C 4.50904 2.36790 -1.15351 -0.88
C 3.79706 1.22090 -0.94953 -0.55
C 2.86971 1.06923 0.14283 0.75
O 2.21860 0.00363 0.30806 -0.95
C 2.73649 2.21594 1.00274 0.89
C 1.92309 2.18618 2.19102 -0.83
N 1.30306 1.15849 2.64009 1.17
C 0.71375 1.20385 3.89582 -0.33
C 1.28113 1.83113 4.98534 -0.35
C 0.67905 1.77926 6.26225 -0.97
C -0.47618 1.08354 6.46365 -0.85
C -1.07647 0.39407 5.37769 1.22
C -2.25303 -0.37719 5.52335 -0.89
C -2.76223 -1.03301 4.44292 -1.12
C -2.09816 -0.91508 3.19866 -0.01
N -1.01418 -0.20813 3.02267 0.69
C -0.49178 0.44590 4.09314 -0.60
C 3.47992 3.38861 0.76147 -1.20
H 5.18637 2.45038 -1.99563 0.38
H 3.87680 0.38402 -1.63338 0.62
H 1.87319 3.14080 2.74078 0.27
H 2.22437 2.34722 4.85915 0.47
H 1.15519 2.29264 7.08975 0.40
H -0.93829 1.03143 7.44376 0.39
H -2.72782 -0.43818 6.49647 0.38
H -3.65561 -1.64046 4.51917 0.47
H -2.48196 -1.42002 2.31585 0.16
H 3.36402 4.23457 1.43177 0.39
C 2.83211 -3.71299 3.22412 -0.71
O 2.02801 -4.43021 2.25203 -0.54
C 1.16921 -3.49080 1.76240 0.13
N 1.25128 -2.30173 2.16187 0.25
C 2.36663 -2.23671 3.11453 -0.13
C 3.41681 -1.25589 2.65013 0.16
C 4.14098 -1.49358 1.48672 -0.31
C 5.07491 -0.57387 1.03997 -0.75
C 5.29168 0.60093 1.75118 -0.06
C 4.56928 0.84661 2.90789 -0.80
C 3.63556 -0.08098 3.35415 -0.70
C 0.16851 -3.93376 0.76646 0.20
C 0.21023 -5.16648 0.13362 -0.92
C -0.75143 -5.42558 -0.83319 -0.56
C -1.69839 -4.45674 -1.12761 -0.88
C -1.64640 -3.25447 -0.43033 0.18
N -0.73319 -3.00526 0.50075 0.17
C -2.57681 -2.13473 -0.73995 0.38
N -2.77058 -1.12311 -0.01453 -0.09
C -3.54945 -0.16731 -0.81856 -0.76
C -3.83935 -0.93917 -2.13121 -0.58
O -3.17458 -2.21151 -1.95376 -0.50
C -2.81686 1.15760 -1.04801 0.68
C -3.64086 2.20209 -1.83583 -0.33
C -2.77436 4.62827 -1.79317 -0.86
C -1.46942 4.58367 -1.53972 -0.76
C -1.16884 3.62024 -0.43035 -0.61
C -0.93334 2.07801 -0.61926 0.39
H 3.87994 -3.85125 2.97100 0.39
H 2.63098 -4.14460 4.20346 0.31
H 1.97309 -1.88336 4.06838 0.53
H 3.94134 -2.38454 0.89869 0.30
H 5.60785 -0.75237 0.11356 0.31
H 5.99309 1.33813 1.38055 0.42
H 4.71112 1.77368 3.45030 0.32
H 3.04350 0.12741 4.23933 1.01
H 0.98114 -5.87936 0.38636 0.52
H -0.75162 -6.36903 -1.36396 0.41
H -2.45025 -4.60347 -1.89044 0.59
H -4.47445 0.06556 -0.28001 0.83
H -3.40844 -0.46803 -3.01368 0.36
H -4.89860 -1.13662 -2.29312 0.32
H -4.68858 1.92659 -1.98634 0.75
H -3.23528 5.25207 -2.55199 0.45
H -0.71460 5.16417 -2.05604 0.41
H -0.45229 4.00788 0.29326 0.79
H 0.00403 1.72505 -0.18771 -0.57
N -2.43948 -1.88735 -8.00786 -0.64
C -1.82272 -1.56535 -6.78314 1.18
C -1.79118 -2.49132 -5.74258 -0.95
C -1.14044 -2.18977 -4.55595 -0.14
C -0.51783 -0.96066 -4.38791 -0.75
C -0.53641 -0.03889 -5.42534 -0.21
C -1.18257 -0.33927 -6.61433 -0.95
S 0.25921 -0.55967 -2.83445 1.65
O 1.25760 0.43545 -3.16281 -0.91
O 0.72832 -1.83897 -2.31072 -0.84
N -0.84812 -0.10555 -1.84183 0.39
C -1.45301 1.17806 -1.81148 0.75
N -2.20923 1.79050 0.14819 -0.48
C -2.55206 3.23513 0.12992 -0.76
C -3.52696 3.55481 -1.02953 -0.24
C -2.86034 2.27233 -3.13174 -1.14
N -1.68332 1.80934 -3.11975 -0.46
H -3.18192 -2.56240 -7.91852 0.22
H -2.75414 -1.08060 -8.52306 0.22
H -2.27069 -3.45728 -5.87029 0.28
H -1.10758 -2.90878 -3.74682 0.43
H -0.05001 0.91656 -5.28288 0.45
H -1.18658 0.38190 -7.42589 0.28
H -2.86285 3.65229 1.08817 0.29
H -4.51305 3.87328 -0.69136 0.51
H -3.24355 2.78321 -4.01670 0.45
```

No. 3
A structure of composition C27H21Cl5N3O3Pt. Source: OMol25; level of theory: wB97M-V/def2-TZVPD.

Results
HOMO (spin up / spin down) = -0.40992 / -0.40948 Eh
lowest unoccupied orbital energy (spin up / spin down) = -6.1331 / -6.1503 eV
energy above the lowest of the compared OMol25 structures with the same formula, charge and spin = 459.4 kJ/mol
electronic energy = -3851.3759 Eh
HOMO-LUMO gap (spin up / spin down) = 5.02 / 4.99 eV
spin multiplicity = 1
charge = +1
molar mass = 807.826 g/mol

Geometry as XYZ:
```
60
Properties=species:S:1:pos:R:3:nbo_charge:R:1
Pt 0.23010 -0.08840 0.15510 1.43
O 2.63510 2.13140 2.85880 -0.58
C 1.76710 1.73870 2.11190 0.75
O 1.91230 1.12590 1.01880 -0.78
C 0.29780 2.02830 2.50400 0.11
C 0.04170 2.91630 3.53870 -0.19
C -1.27790 3.21290 3.83630 -0.12
C -2.28330 2.60810 3.09440 -0.22
C -1.93410 1.71450 2.09370 0.03
N -0.66750 1.44830 1.81450 -0.37
H 0.88130 3.34530 4.06150 0.27
H -1.51550 3.90540 4.63030 0.24
H -3.32390 2.81800 3.28020 0.25
H -2.67980 1.19610 1.50670 0.22
C 3.03610 -0.75020 -1.25550 -0.29
N 1.81620 -0.04630 -1.42130 -0.41
C 1.50990 0.67010 -2.44140 0.18
C 0.26870 1.34560 -2.46970 -0.05
C -0.34460 2.12980 -3.47110 -0.18
C -1.55070 2.54800 -2.95360 -0.31
C -1.63820 2.01000 -1.64070 0.01
N -0.56040 1.30690 -1.36490 -0.48
C 2.72250 -2.23110 -1.24510 0.03
C 2.08910 -2.80110 -2.34800 -0.23
C 1.75520 -4.14130 -2.33430 -0.21
C 2.08770 -4.92750 -1.24290 -0.20
C 2.75310 -4.37140 -0.15960 -0.21
C 3.04770 -3.01850 -0.14720 -0.22
H 3.44130 -0.45920 -0.27810 0.25
H 3.76640 -0.50070 -2.03930 0.23
H 2.19320 0.79190 -3.28470 0.23
H 0.06140 2.33180 -4.44290 0.24
H -2.29090 3.16490 -3.42400 0.24
H -2.43870 2.13280 -0.93380 0.21
H 1.86170 -2.19950 -3.21680 0.21
H 1.23260 -4.57290 -3.17390 0.22
H 1.81910 -5.97190 -1.23260 0.22
H 3.03730 -4.99040 0.67730 0.22
H 3.54130 -2.57860 0.70780 0.22
Cl 1.38670 -1.66980 2.41260 0.12
C -0.27770 -2.08670 2.27430 -0.11
C -0.96250 -1.46330 1.23520 -0.11
C -2.31280 -1.75240 1.09450 -0.02
Cl -3.20000 -0.96020 -0.15130 0.05
C -2.96610 -2.64650 1.94420 -0.12
Cl -4.62880 -3.00710 1.72890 0.10
C -2.24960 -3.24630 2.98610 -0.06
Cl -3.03110 -4.31610 4.06580 0.11
C -0.88820 -2.96650 3.15920 -0.08
Cl 0.00040 -3.69240 4.42770 0.11
C -1.87130 -1.98220 -3.67430 -0.73
C -1.27130 -2.36030 -2.35140 0.66
C -1.75250 -3.64140 -1.74270 -0.74
O -0.46020 -1.63380 -1.80850 -0.61
H -2.03510 -2.84820 -4.30720 0.24
H -1.24310 -1.25190 -4.17930 0.24
H -2.83890 -1.51630 -3.48700 0.25
H -1.83070 -4.42420 -2.49120 0.24
H -2.75100 -3.48230 -1.33720 0.25
H -1.09720 -3.95400 -0.93310 0.24
```

No. 4
A cluster of 2 separate species, C3H6NO in total. Source: OMol25; level of theory: wB97M-V/def2-TZVPD.

Results
HOMO = -0.54149 Eh
lowest unoccupied orbital energy = -5.6220 eV
energy above the lowest of the compared OMol25 structures with the same formula, charge and spin = 337.9 kJ/mol
electronic energy = -247.4874 Eh
HOMO-LUMO gap = 9.11 eV
spin multiplicity = 1
charge = +1
molar mass = 72.087 g/mol

Geometry as XYZ:
```
11
Properties=species:S:1:pos:R:3:nbo_charge:R:1
C 0.41212 1.67070 0.07350 -0.25
C 0.37720 -2.49491 -0.41492 0.33
C -0.89313 1.86480 0.66615 0.32
N -0.86193 0.81460 -0.00611 -0.37
O -0.41726 -1.92746 0.23796 -0.54
H 0.86700 2.12378 -0.89375 0.25
H 1.14995 1.28088 0.63094 0.22
H 0.90898 -2.17207 -1.27527 0.13
H 0.72108 -3.51158 -0.03589 0.13
H -1.57654 2.49421 1.20439 0.28
H -0.68747 -0.14295 -0.18699 0.50
```

no.,largest force on an atom (eV/A)
1,5.717
2,1.100
3,2.504
4,4.789